(1)
Entry from the Open Molecules 2025 dataset: a molecular structure, C35H40N4P2V in a non-equilibrium geometry (ωB97M-V/def2-TZVPD).

The calculation puts the HOMO-LUMO gap (alpha / beta) at 4.023 / 4.029 eV. Its spin multiplicity is 4.

Last column: Löwdin spin population.
CARTESIAN COORDINATES (ANGSTROEM)
1 V 0.833 -0.221 -3.181  2.8317
2 P 2.311 0.218 -0.443  0.0231
3 P -1.049 1.853 -1.741  0.0584
4 N -1.321 3.131 -0.643  0.0089
5 N -2.034 2.197 -3.083  0.0211
6 N 3.707 0.077 0.491  0.0079
7 N 2.602 -0.930 -1.787  -0.0190
8 C 0.755 1.990 -2.152  0.0418
9 C -0.160 -2.557 2.726  -0.0060
10 C -0.682 -2.851 3.987  0.0000
11 C 2.569 2.934 -5.717  -0.0021
12 C 3.816 0.813 -5.267  -0.0049
13 C 2.515 0.509 -7.351  0.0007
14 C -0.333 3.981 -0.104  0.0001
15 C 2.060 1.759 -1.350  0.0155
16 C -2.675 3.131 -5.039  0.0039
17 C -1.777 0.366 -1.085  0.0451
18 C 1.643 -1.930 -2.272  -0.0819
19 C 1.985 -2.268 -3.620  -0.0355
20 C -1.490 -1.925 4.666  -0.0076
21 C -2.369 4.624 0.678  0.0002
22 C 5.061 0.085 0.090  0.0015
23 C -2.567 3.529 -0.140  0.0015
24 C 1.070 0.876 -7.078  -0.0006
25 C -2.736 1.205 -3.786  0.0229
26 C 0.273 -0.817 0.945  -0.0041
27 C -1.999 3.369 -3.861  0.0003
28 C 3.575 -0.301 1.836  0.0007
29 C 0.775 1.228 -5.662  0.0197
30 C 3.346 -1.890 -3.724  0.0165
31 C 4.862 -0.592 2.279  0.0001
32 C 3.676 -1.053 -2.663  -0.0350
33 C -0.363 -1.265 2.150  -0.0030
34 C -1.121 -0.317 2.883  -0.0056
35 C -1.723 -0.673 4.099  -0.0001
36 C 5.803 -0.338 1.191  0.0002
37 C 1.418 2.284 -5.090  -0.0035
38 C -3.125 1.769 -4.977  0.0022
39 C 3.936 2.290 -5.483  -0.0027
40 C 0.785 -0.383 -0.103  0.0008
41 C 3.194 -0.002 -6.103  0.0013
42 C -0.945 4.914 0.698  -0.0002
43 H -1.354 0.652 2.409  0.0001
44 H 4.611 2.628 -6.309  -0.0008
45 H -1.705 0.350 0.018  0.0033
46 H 0.790 1.640 -7.826  -0.0004
47 H 0.820 -2.274 -1.696  0.0024
48 H -1.188 -0.509 -1.492  0.0286
49 H 3.009 1.331 -7.898  0.0001
50 H 2.950 1.944 -1.971  0.0014
51 H 0.890 2.955 -4.360  -0.0014
52 H 2.498 3.142 -6.799  -0.0004
53 H 0.697 3.880 -0.389  -0.0001
54 H 4.590 0.440 -4.610  -0.0019
55 H -1.491 4.245 -3.488  -0.0001
56 H -3.666 1.246 -5.736  -0.0001
57 H 2.007 2.476 -0.545  0.0012
58 H -1.824 -2.128 5.676  -0.0006
59 H 2.648 3.947 -5.314  0.0000
60 H -3.469 3.017 -0.441  0.0003
61 H -2.792 3.819 -5.872  0.0003
62 H 2.531 -0.292 -8.101  0.0000
63 H 5.319 0.391 -0.935  -0.0002
64 H 2.548 -0.381 2.246  0.0000
65 H -2.296 0.093 4.632  0.0002
66 H 4.637 -0.628 -2.440  -0.0046
67 H 0.463 0.017 -7.376  -0.0006
68 H 6.893 -0.430 1.246  0.0002
69 H -2.871 0.198 -3.387  0.0075
70 H 0.773 3.011 -2.570  -0.0003
71 H 1.443 -2.957 -4.277  -0.0009
72 H -3.144 5.156 1.215  0.0001
73 H -0.161 0.728 -5.250  0.0184
74 H 3.968 -2.146 -4.576  0.0015
75 H -2.847 0.330 -1.350  0.0005
76 H -0.540 -3.845 4.427  0.0002
77 H 4.386 2.749 -4.592  0.0000
78 H 5.086 -0.848 3.314  0.0000
79 H 0.845 1.497 -3.225  0.0333
80 H 3.361 -1.109 -6.175  -0.0013
81 H 0.429 -3.333 2.201  -0.0003
82 H -0.457 5.687 1.284  0.0000

=====

(2)
Entry from the Open Molecules 2025 dataset: 2 unconnected molecules or ions with the total composition H3N3O2 in a non-equilibrium geometry (ωB97M-V/def2-TZVPD).

The calculation puts the HOMO-LUMO gap (alpha / beta) at 8.276 / 10.124 eV. Its spin multiplicity is 1.

Last column: Mulliken charge in e.
CARTESIAN COORDINATES (ANGSTROEM)
1 O -1.694 1.322 0.691  -0.5792
2 O -2.571 -0.359 -0.359  -0.5154
3 N -0.550 -0.419 -0.104  -0.4596
4 N -1.618 0.286 0.127  1.2247
5 N 2.062 0.185 -0.162  -0.4356
6 H 2.324 0.874 0.498  0.2273
7 H -0.554 -1.230 -0.805  0.3041
8 H 2.601 -0.657 0.113  0.2337

=====

(3)
Entry from the Open Molecules 2025 dataset: 2 unconnected molecules or ions with the total composition C5H8N4O in a non-equilibrium geometry (ωB97M-V/def2-TZVPD).

The calculation puts the HOMO-LUMO gap at 9.592 eV. As for the SMILES: N#C[C@]12C[C@H]1NC(N)=N2.O. Its spin multiplicity is 1.

Last column: Mulliken charge in e.
CARTESIAN COORDINATES (ANGSTROEM)
1 O 0.372 2.073 -1.906  -0.7600
2 N 2.936 0.853 -0.806  -0.5943
3 N -0.224 0.829 0.407  -0.7692
4 N -1.128 -1.227 0.481  -0.3110
5 N -2.319 0.527 -0.553  -0.3897
6 C -1.309 0.110 0.249  0.4930
7 C 0.879 -0.089 0.443  1.1198
8 C 0.275 -1.502 0.517  -0.1202
9 C 2.010 0.234 -0.416  -0.1259
10 C 1.031 -0.952 1.682  -0.8413
11 H 0.640 -2.357 -0.050  0.3236
12 H -0.019 2.003 -1.005  0.4476
13 H 0.465 -0.632 2.558  0.2457
14 H 2.025 -1.362 1.858  0.3163
15 H -2.078 1.209 -1.263  0.2184
16 H 1.444 2.187 -1.878  0.3153
17 H -3.194 0.025 -0.535  0.1996
18 H -1.806 -1.929 0.218  0.2326

=====

(4)
Entry from the Open Molecules 2025 dataset: a molecular structure, C21H32IrNO2S2 in a non-equilibrium geometry (ωB97M-V/def2-TZVPD).

The charge is +1. The calculation puts the HOMO-LUMO gap (alpha / beta) at 7.480 / 8.210 eV. Its spin multiplicity is 2.

Last column: Löwdin spin population.
CARTESIAN COORDINATES (ANGSTROEM)
1 Ir -0.289 -0.806 -0.816  0.6734
2 S -2.174 0.528 -0.561  0.0652
3 S 0.257 0.102 3.417  0.0007
4 O -0.332 0.111 2.031  0.0113
5 O 0.601 0.944 -1.306  0.0646
6 N -0.167 2.047 -1.404  0.0009
7 C -1.316 -2.912 1.656  0.0019
8 C 1.496 -2.130 -0.857  -0.0041
9 C 1.509 -1.911 -3.393  0.0053
10 C 0.804 -2.258 -2.108  0.0293
11 C -0.499 0.960 5.919  0.0002
12 C 0.465 3.175 -1.789  -0.0041
13 C 1.692 -2.556 1.633  0.0144
14 C -2.240 3.149 -1.397  0.0027
15 C 1.700 1.191 3.346  0.0000
16 C -0.594 -2.582 -2.107  0.0289
17 C -1.488 1.980 -1.175  -0.0013
18 C -1.630 4.302 -1.811  -0.0042
19 C -0.241 4.324 -1.997  0.0034
20 C -1.262 -2.734 -0.846  0.0031
21 C -0.824 1.115 4.440  0.0008
22 C 1.473 2.429 2.494  -0.0001
23 C 0.866 -2.492 0.382  0.0773
24 C -0.530 -2.722 0.385  0.0142
25 C -2.747 -3.000 -0.831  -0.0001
26 C 2.941 -1.687 -0.875  -0.0025
27 C -1.334 -2.770 -3.403  0.0073
28 H -0.767 2.148 4.098  0.0000
29 H 0.998 2.150 1.553  -0.0001
30 H 2.233 -1.627 1.813  0.0026
31 H 0.279 5.218 -2.306  0.0003
32 H 1.103 -2.769 2.517  -0.0001
33 H -1.586 -3.965 1.773  0.0007
34 H -1.139 1.612 6.511  0.0001
35 H -1.644 -3.813 -3.491  0.0022
36 H 1.984 1.414 4.376  0.0000
37 H 2.429 2.905 2.275  0.0000
38 H 1.533 3.068 -1.906  -0.0003
39 H 2.489 0.568 2.919  0.0001
40 H 2.434 -3.351 1.526  0.0048
41 H 3.011 -0.636 -1.158  -0.0009
42 H -3.306 3.097 -1.230  -0.0001
43 H 0.848 -1.386 -4.076  0.0008
44 H -0.721 -2.534 -4.263  0.0000
45 H -2.235 -2.332 1.621  -0.0001
46 H 3.517 -2.270 -1.592  -0.0005
47 H -2.227 -2.150 -3.450  0.0006
48 H -2.219 5.191 -1.994  -0.0003
49 H -2.946 -3.987 -0.408  0.0001
50 H -3.280 -2.269 -0.225  -0.0001
51 H -3.173 -2.974 -1.827  0.0002
52 H -1.819 0.739 4.198  0.0000
53 H -0.656 -0.065 6.254  0.0000
54 H 0.845 3.166 2.994  0.0000
55 H 3.414 -1.807 0.094  0.0000
56 H -0.771 -2.592 2.536  -0.0001
57 H 0.534 1.232 6.140  0.0000
58 H 1.868 -2.816 -3.889  0.0020
59 H 2.360 -1.261 -3.218  -0.0001

=====

Across the entries above, calculated total energy takes the values -3202.86010; -316.25446; -489.51523; -1925.09927 Eh, respectively.
Across the entries above, molar mass takes the values 629.6; 77.0; 140.1; 586.8 g mol⁻¹, respectively.
Across the entries above, ΔE to the lowest compared entry with this formula, charge and spin takes the values 133.9; 95.6; 71.4; 9.1 kcal/mol, respectively.